No. 1
Formula: C3H10OS
Source: the OMol25 dataset
Level of theory: ωB97M-V/def2-TZVPD

Values from the calculation:
SMILES	CCS.CO
energy relative to the best compared isomer or geometry (same formula, charge and spin)	36.2	kcal/mol
lowest unoccupied orbital energy	0.8	eV
electronic energy	-593.65942	hartree
Kohn-Sham gap	9.47	eV

Last column: Mulliken charge in e.
CARTESIAN COORDINATES (ANGSTROEM)
C  2.33979  0.62551  -2.31073  -0.696
O  1.47262  0.84925  -1.14237  -0.418
H  3.34772  0.96192  -2.41915  0.309
H  2.42337  -0.45363  -2.47485  0.253
H  2.01471  1.03089  -3.31499  0.285
H  1.93152  1.57828  -0.65212  0.284
C  0.19711  -0.43702  2.04330  -0.932
C  -1.33387  -0.27714  1.72826  -0.315
S  -1.66577  -0.41123  -0.06460  -0.192
H  0.68766  0.45510  1.56069  0.210
H  0.73083  -1.27133  1.48441  0.299
H  0.47546  -0.61226  3.19989  0.260
H  -1.85957  -1.11573  2.24998  0.289
H  -1.65636  0.70955  2.09190  0.289
H  -0.44213  -0.96523  -0.31820  0.075

---

No. 2
Formula: C3H10OS2
Source: the OMol25 dataset
Level of theory: ωB97M-V/def2-TZVPD

Values from the calculation:
SMILES	CCO.CSS
energy relative to the best compared isomer or geometry (same formula, charge and spin)	30.1	kcal/mol
lowest unoccupied orbital energy	0.7	eV
electronic energy	-991.86372	hartree
Kohn-Sham gap	8.44	eV

Last column: Mulliken charge in e.
CARTESIAN COORDINATES (ANGSTROEM)
C  -0.67635  1.53895  2.10279  -0.726
S  -1.96942  2.24854  0.92457  -0.045
S  -0.91552  2.65026  -0.74893  -0.237
H  -1.02952  2.12151  2.96041  0.316
H  0.33475  1.75073  1.77381  0.301
H  -0.96114  0.50671  2.15857  0.199
H  -1.99600  2.89024  -1.53176  0.154
C  0.76299  -0.88199  -0.60030  -0.014
O  0.17832  -1.27590  0.63730  -0.525
C  1.24078  -2.04637  -1.49281  -0.956
H  -0.03257  -0.32215  -1.14238  0.153
H  1.55776  -0.16953  -0.40143  0.285
H  -0.36186  -2.04923  0.48925  0.270
H  0.71152  -1.93837  -2.45750  0.293
H  2.32045  -2.01842  -1.56511  0.228
H  0.83582  -3.00501  -1.10648  0.303

---

No. 3
Formula: C3H10OS2
Source: the OMol25 dataset
Level of theory: ωB97M-V/def2-TZVPD

Values from the calculation:
SMILES	CCO.CSS
energy relative to the best compared isomer or geometry (same formula, charge and spin)	44.5	kcal/mol
lowest unoccupied orbital energy	0.5	eV
electronic energy	-991.84073	hartree
Kohn-Sham gap	9.19	eV

Last column: Mulliken charge in e.
CARTESIAN COORDINATES (ANGSTROEM)
C  -1.99629  2.39239  -1.70104  -0.718
S  -0.27497  2.38889  -1.88127  -0.043
S  0.14008  0.40733  -2.33973  -0.185
H  -2.42745  2.67513  -2.67556  0.281
H  -2.21932  3.26838  -1.02816  0.249
H  -2.48295  1.46812  -1.32619  0.298
H  0.96283  0.04357  -1.43483  0.119
C  0.26480  -2.70619  3.08533  -0.126
O  1.33365  -2.67039  2.17277  -0.504
C  0.72564  -2.38302  4.41552  -0.947
H  -0.58918  -2.00407  2.60314  0.229
H  0.15481  -3.96505  2.96614  0.183
H  1.57787  -1.75090  1.87921  0.277
H  0.76289  -1.31239  4.56456  0.304
H  0.06574  -2.84732  5.18805  0.284
H  1.71892  -2.77088  4.61856  0.300

---

No. 4
Formula: C3H10OSSi
Source: the OMol25 dataset
Level of theory: ωB97M-V/def2-TZVPD

Values from the calculation:
energy relative to the best compared isomer or geometry (same formula, charge and spin)	11.9	kcal/mol
lowest unoccupied orbital energy	0.6	eV
electronic energy	-883.23243	hartree
Kohn-Sham gap	9.39	eV

Last column: Mulliken charge in e.
CARTESIAN COORDINATES (ANGSTROEM)
C  -0.80447  0.01402  2.07341  -1.075
C  0.62435  -1.79110  -0.61431  -1.025
C  -0.17819  1.25349  -1.11039  -0.665
O  2.10235  0.62552  0.32155  -0.489
Si  0.62554  -0.01569  0.05439  0.440
S  -1.88881  0.72404  -1.47976  -0.199
H  -0.55020  0.91022  2.61780  0.289
H  -1.82186  0.02169  1.72197  0.310
H  -0.57274  -0.87652  2.63545  0.312
H  0.22885  -2.48936  0.11714  0.329
H  -0.00554  -1.86665  -1.49641  0.318
H  1.62390  -2.12454  -0.88649  0.325
H  -0.22711  2.23376  -0.64169  0.327
H  0.35284  1.34009  -2.05794  0.387
H  2.72497  0.23154  0.92781  0.313
H  -2.23386  1.80949  -2.18254  0.104

---

No. 5
Formula: C3H10S
Source: the OMol25 dataset
Level of theory: ωB97M-V/def2-TZVPD

Values from the calculation:
SMILES	CC.CS
energy relative to the best compared isomer or geometry (same formula, charge and spin)	6.1	kcal/mol
lowest unoccupied orbital energy	1.0	eV
electronic energy	-518.46206	hartree
Kohn-Sham gap	10.02	eV

Last column: Mulliken charge in e.
CARTESIAN COORDINATES (ANGSTROEM)
C  1.01285  -0.53341  -1.20595  -0.678
C  0.38682  -0.20618  -2.55066  -0.855
H  0.32970  -1.12843  -0.59033  0.182
H  1.91788  -1.12286  -1.30070  0.317
H  1.22933  0.36868  -0.62930  0.223
H  0.63822  -0.93963  -3.31194  0.270
H  0.70129  0.76062  -2.95040  0.272
H  -0.70457  -0.19037  -2.49973  0.267
C  -0.45350  0.39323  2.65823  -0.670
S  -1.83266  1.48715  2.26917  -0.193
H  -2.74890  0.57206  1.94841  0.104
H  -0.48474  -0.51102  2.06599  0.211
H  -0.43521  0.10550  3.70993  0.333
H  0.44348  0.94467  2.38727  0.217

---

No. 6
Formula: C3H10S
Source: the OMol25 dataset
Level of theory: ωB97M-V/def2-TZVPD

Values from the calculation:
SMILES	CSC.C
energy relative to the best compared isomer or geometry (same formula, charge and spin)	32.7	kcal/mol
lowest unoccupied orbital energy	0.8	eV
electronic energy	-518.41966	hartree
Kohn-Sham gap	9.29	eV

Last column: Mulliken charge in e.
CARTESIAN COORDINATES (ANGSTROEM)
C  2.90211  1.84083  2.62667  -0.867
H  3.37908  2.76569  2.48054  0.243
H  2.05799  1.69002  3.42132  0.204
H  2.48079  1.62652  1.62797  0.203
H  3.60790  1.06948  3.03091  0.217
C  -0.74767  -2.18238  -1.16661  -0.795
S  -2.28728  -1.71295  -2.16824  -0.081
C  -2.46194  0.14765  -1.82710  -0.787
H  -1.11500  -1.96909  -0.16437  0.287
H  -0.21616  -3.26837  -1.37646  0.256
H  0.04523  -1.47505  -1.24056  0.289
H  -1.47100  0.54863  -1.81214  0.237
H  -3.03078  0.25276  -0.92689  0.291
H  -3.14326  0.66626  -2.50503  0.304

---

No. 7
Formula: C3H10S2
Source: the OMol25 dataset
Level of theory: ωB97M-V/def2-TZVPD

Values from the calculation:
SMILES	CCS.CS
energy relative to the best compared isomer or geometry (same formula, charge and spin)	15.6	kcal/mol
lowest unoccupied orbital energy	0.8	eV
electronic energy	-916.63903	hartree
Kohn-Sham gap	9.85	eV

Last column: Mulliken charge in e.
CARTESIAN COORDINATES (ANGSTROEM)
C  -1.67658  -2.32949  -1.01084  -0.638
S  -0.10020  -2.23658  -1.97364  -0.160
H  -1.58314  -3.10642  -0.26278  0.245
H  -2.47306  -2.50917  -1.72504  0.279
H  -1.91011  -1.36582  -0.56898  0.213
H  0.09055  -0.94113  -1.70023  0.059
C  1.61042  2.93926  1.08832  -0.985
C  1.23528  1.45603  0.79073  -0.386
S  -0.43599  1.12461  1.57810  -0.219
H  1.96805  2.90437  2.11784  0.256
H  2.38461  3.36936  0.45626  0.314
H  0.72243  3.55802  1.04989  0.322
H  2.07835  0.83312  1.09916  0.354
H  1.14034  1.20112  -0.25808  0.247
H  -0.90236  2.32923  1.21160  0.098

---

No. 8
Formula: C3H10S2
Source: the OMol25 dataset
Level of theory: ωB97M-V/def2-TZVPD

Values from the calculation:
SMILES	CCC.SS
energy relative to the best compared isomer or geometry (same formula, charge and spin)	5.1	kcal/mol
lowest unoccupied orbital energy	0.3	eV
electronic energy	-916.65579	hartree
Kohn-Sham gap	10.04	eV

Last column: Mulliken charge in e.
CARTESIAN COORDINATES (ANGSTROEM)
S  -1.85907  -1.07811  0.18100  -0.193
S  -1.55775  0.91075  0.66044  -0.167
H  -1.03868  -1.17986  -0.87824  0.158
H  -2.47534  1.39903  -0.18559  0.172
C  2.33066  -0.74437  -1.51968  -1.148
C  2.01442  -0.28105  -0.08085  0.452
C  2.36070  1.19796  0.16066  -1.151
H  3.37005  -1.05170  -1.59577  0.345
H  1.70386  -1.61071  -1.74902  0.315
H  2.05029  0.02000  -2.22651  0.309
H  0.97556  -0.42478  0.12358  -0.317
H  2.62059  -0.90651  0.57604  0.260
H  1.99847  1.50048  1.13453  0.324
H  1.88137  1.78221  -0.62498  0.287
H  3.43358  1.36683  0.04181  0.355

---

No. 9
Formula: C3H10S2
Source: the OMol25 dataset
Level of theory: ωB97M-V/def2-TZVPD

Values from the calculation:
SMILES	CCS.CS
energy relative to the best compared isomer or geometry (same formula, charge and spin)	11.5	kcal/mol
lowest unoccupied orbital energy	0.6	eV
electronic energy	-916.64567	hartree
Kohn-Sham gap	9.82	eV

Last column: Mulliken charge in e.
CARTESIAN COORDINATES (ANGSTROEM)
C  -1.80652  -1.78654  -0.04326  -0.521
S  -1.86790  -3.60094  -0.20125  -0.204
H  -0.98875  -1.36173  -0.62420  0.021
H  -1.72332  -1.53307  1.00609  0.258
H  -2.75051  -1.36198  -0.38632  0.323
H  -0.91229  -3.70422  -1.13176  0.112
C  1.12519  2.03831  1.07891  -1.000
C  1.43317  1.03777  -0.01937  -0.306
S  0.97636  1.68857  -1.69379  -0.183
H  1.26100  1.61913  2.07586  0.311
H  1.71678  2.94314  0.94394  0.316
H  0.08272  2.34984  0.95889  0.293
H  0.93817  0.08072  0.11458  0.188
H  2.48259  0.77912  -0.13063  0.305
H  0.03330  0.81190  -1.94768  0.087

---

No. 10
Formula: C3H10Si2
Source: the OMol25 dataset
Level of theory: ωB97M-V/def2-TZVPD

Values from the calculation:
SMILES	[SiH3][SiH3].C1=CC1
energy relative to the best compared isomer or geometry (same formula, charge and spin)	78.3	kcal/mol
lowest unoccupied orbital energy	0.9	eV
electronic energy	-699.09382	hartree
Kohn-Sham gap	10.23	eV

Last column: Mulliken charge in e.
CARTESIAN COORDINATES (ANGSTROEM)
C  1.44322  -1.73530  -1.17312  -0.255
C  0.61134  -3.00862  -1.05862  -0.620
C  0.16685  -1.66010  -1.40243  -0.234
Si  -0.88074  1.86347  2.18840  0.178
Si  -0.45391  2.21576  -0.07963  0.367
H  -0.24366  0.83022  -0.68526  -0.144
H  2.43040  -1.56287  -1.24224  0.443
H  0.69362  -3.70867  -1.93321  0.171
H  0.37578  -3.52386  -0.14295  0.221
H  -0.61595  -0.91867  -1.48107  0.305
H  0.05299  2.46827  3.25219  -0.067
H  -0.61365  0.34663  2.26835  -0.072
H  -2.34171  2.32983  2.49131  -0.059
H  -1.35290  2.94197  -0.85303  -0.135
H  0.72833  3.12194  -0.14870  -0.098

---

No. 11
Formula: C3H11IN4
Source: the OMol25 dataset
Level of theory: ωB97M-V/def2-TZVPD

Values from the calculation:
charge	+2
SMILES	CNN[C@@H](C)[N+](=[NH2+])I
energy relative to the best compared isomer or geometry (same formula, charge and spin)	0.0	kcal/mol
lowest unoccupied orbital energy (spin up / spin down)	-10.4 / -10.9	eV
electronic energy	-636.82289	hartree
Kohn-Sham gap (spin up / spin down)	7.69 / 7.08	eV

Last column: Mulliken charge in e.
CARTESIAN COORDINATES (ANGSTROEM)
C  0.44232  -0.90543  -0.37747  0.279
C  1.55782  -1.91258  -0.40250  -1.588
C  -0.34457  2.06614  0.14974  -0.726
N  0.46032  -0.08611  0.85119  -0.002
N  -0.88487  -1.48225  -0.28942  -0.241
N  -1.87721  -0.41489  -0.21123  -0.279
N  -0.40608  0.89118  0.95903  -0.003
I  -1.33228  -3.30130  0.57506  0.540
H  0.48224  -0.25230  -1.25703  0.421
H  1.60635  -2.49324  0.51567  0.453
H  2.51268  -1.40982  -0.54451  0.404
H  1.42543  -2.59554  -1.23964  0.403
H  0.09958  2.88396  0.73798  0.349
H  0.26842  1.92728  -0.73911  0.337
H  -1.34430  2.41330  -0.12221  0.349
H  0.63062  -0.64520  1.69017  0.364
H  -1.97756  0.06384  -1.10811  0.312
H  -2.76929  -0.74404  0.15661  0.314
H  -0.86768  1.01965  1.86427  0.314

---

No. 12
Formula: C3H11N
Source: the OMol25 dataset
Level of theory: ωB97M-V/def2-TZVPD

Values from the calculation:
SMILES	CC.CN
energy relative to the best compared isomer or geometry (same formula, charge and spin)	13.2	kcal/mol
lowest unoccupied orbital energy	1.3	eV
electronic energy	-175.62215	hartree
Kohn-Sham gap	10.32	eV

Last column: Mulliken charge in e.
CARTESIAN COORDINATES (ANGSTROEM)
C  -1.94754  1.30294  4.37806  -0.781
C  -2.66674  2.63217  4.19362  -0.799
H  -2.59834  0.46328  4.59556  0.273
H  -1.22039  1.34972  5.17551  0.256
H  -1.50146  0.98199  3.43482  0.255
H  -3.75508  2.62424  4.13337  0.279
H  -2.45555  3.28382  5.04865  0.254
H  -2.30497  3.19273  3.34708  0.263
C  2.78566  -1.73915  -4.67487  -0.619
N  2.50061  -2.92449  -5.47898  -0.507
H  3.73763  -1.31198  -4.99061  0.226
H  2.91480  -1.93940  -3.60232  0.225
H  1.96307  -1.04540  -4.80775  0.279
H  3.03104  -3.74105  -5.22315  0.189
H  1.51724  -3.12943  -5.52896  0.206